Below is a 5-piece molecular cluster, C4H20NO4 overall at a distorted geometry, with properties calculated with ωB97M-V with the def2-TZVPD basis set.

Summary:
- HOMO-LUMO gap (eV) = 10.8
- LUMO level (eV) = -3.045
- energy above the lowest of the compared OMol25 structures with the same formula, charge and spin (eV) = 2.402

Structure (ORCA input):
```
! wB97M-V def2-TZVPD RIJCOSX def2/J DEFGRID3
* xyz 1 1
N -1.046 -0.135 -0.102
H -1.336 -1.062 -0.048
C -0.071 0.361 1.050
H -0.541 -0.201 -0.948
H 3.426 0.220 1.154
O -1.235 -1.316 -2.259
H -1.993 0.380 -0.310
H 1.353 -3.999 1.193
H -1.507 2.265 -2.090
H -3.847 -1.109 -1.080
H 2.033 -3.720 -0.224
H 2.499 2.404 0.235
H -3.786 -1.485 0.453
O -1.094 2.605 -1.300
H -1.041 -2.281 -2.062
H -0.225 -0.503 1.716
H -0.612 1.147 1.623
C 1.290 0.683 0.569
H -1.550 -1.293 -3.170
H 1.616 0.501 -0.557
O 1.650 -3.254 0.542
C 1.449 2.272 0.489
O -3.435 -1.023 -0.223
H 2.289 -1.040 1.326
H -1.082 3.571 -1.268
H 0.780 2.947 -0.093
H 1.343 2.703 1.504
H 2.237 0.320 2.452
C 2.439 0.042 1.428
*
```